1.
Below is a structure of composition C12H24ClI2IrN2OP2 at a distorted geometry, with properties calculated with ωB97M-V with the def2-TZVPD basis set.

```
45
Properties=species:S:1:pos:R:3:forces:R:3:mulliken_spin:R:1
Ir 0.000000 0.000000 0.000000 0.1 -1.2 2.1 1.499
I 0.013700 0.877000 -6.555600 0.0 -1.6 0.0 0.533
I 0.013700 -1.789900 -6.260700 0.0 1.6 -0.4 0.464
Cl -0.007400 0.279700 2.369400 -0.1 1.0 -0.9 0.398
P -2.313600 0.021200 0.136900 -2.6 0.1 0.3 -0.006
P 2.312700 0.009000 0.153600 2.6 0.0 0.4 -0.019
O -1.530800 -6.904700 0.573500 -1.5 -3.2 -2.2 0.639
N -1.099800 -6.597200 2.730900 -0.1 -0.4 0.9 0.648
N -0.117600 -2.076700 0.416700 0.3 0.8 -0.3 0.270
C 2.983200 -1.315200 1.227100 -0.4 0.1 -0.2 0.005
C 3.270900 -0.173800 -1.397300 -0.5 0.0 0.0 -0.009
C -0.706800 -4.763300 1.065300 -0.7 -2.8 1.1 0.157
C -1.118900 -6.151900 1.444600 1.8 5.4 0.5 0.086
C -0.129000 -3.906100 1.998500 0.4 2.0 -0.2 0.048
C -0.623600 -2.912800 -0.537300 -0.6 -2.7 0.7 0.072
C -2.998700 -1.297600 1.207700 0.4 0.0 -0.1 0.008
C -0.919900 -4.258200 -0.236100 0.3 1.8 -0.9 0.069
C 0.151000 -2.595300 1.661800 -0.5 -2.0 0.3 0.144
C -2.994600 1.553600 0.874100 0.5 -0.1 -0.1 0.006
C -3.261300 -0.159600 -1.420800 0.5 0.0 0.0 -0.005
C 2.996000 1.536500 0.898900 -0.5 -0.1 -0.1 0.003
H -2.996700 -1.107200 -1.898000 -0.1 0.0 0.0 -0.001
H -2.514400 1.704600 1.844400 -0.2 0.1 -0.1 -0.002
H -4.084900 -1.199000 1.311000 0.2 0.1 -0.1 0.000
H -4.080700 1.483800 0.998500 0.2 -0.1 -0.1 0.000
H -2.519800 -1.221000 2.187200 -0.2 0.0 0.0 -0.001
H -1.369000 -4.883100 -0.995500 0.1 0.0 -0.1 0.010
H 3.012000 0.639200 -2.081100 0.1 0.0 0.1 0.001
H -0.853900 -2.523600 -1.518700 0.1 0.1 0.0 0.008
H -2.757800 -2.272900 0.776300 -0.1 0.1 0.1 -0.005
H 0.548400 -2.036700 2.471700 0.2 0.9 -0.1 0.009
H 0.087800 -4.205700 3.013100 0.1 0.1 0.0 0.017
H -4.339300 -0.136500 -1.230300 0.2 0.0 0.0 0.000
H -2.995200 0.652300 -2.103100 -0.1 0.0 0.0 0.001
H 4.069200 -1.223100 1.337400 -0.2 0.1 -0.1 -0.001
H 4.080400 1.460100 1.033400 -0.2 -0.1 -0.1 0.000
H -2.752400 2.402100 0.228600 -0.1 0.0 0.1 0.001
H 2.739200 -2.288500 0.793100 0.1 0.1 0.1 0.000
H 2.765000 2.387100 0.252100 0.1 0.0 0.1 0.001
H -0.806300 -6.016000 3.526900 -0.1 -0.3 -0.5 -0.024
H 2.498500 -1.237000 2.203700 0.3 0.0 -0.1 0.000
H 3.007000 -1.120400 -1.876800 0.1 0.0 0.0 0.002
H 2.507600 1.689400 1.864700 0.2 0.1 -0.1 -0.002
H -1.421300 -7.550900 2.954800 0.2 0.4 -0.3 -0.024
H 4.347600 -0.153900 -1.199100 -0.2 0.0 0.0 0.001
```
Positions in Å, forces in eV/Å.

Values from the calculation:
- ⟨S²⟩ = 8.80
- total charge = +3
- relative energy (zero: lowest compared OMol25 entry of this formula, charge and spin) (kcal per mole) = 62.50
- 2S+1 = 6
- Kohn-Sham gap (alpha / beta) (eV) = 2.714 / 4.243
- HOMO energy (alpha / beta) (eV) = -14.17 / -17.64
- lowest unoccupied orbital energy (alpha / beta) (eV) = -11.453 / -13.398

=====

2.
Below is a structure of composition C12H24ClI2N2OP2Pd at a distorted geometry, with properties calculated with ωB97M-V with the def2-TZVPD basis set.

```
45
Properties=species:S:1:pos:R:3:forces:R:3:mulliken_spin:R:1
I 2.986727 -0.177685 -2.989851 5.8 -1.1 2.3 1.449
I 0.792187 0.295532 -3.992953 -5.5 1.3 -2.9 1.452
Pd -0.291242 0.988535 1.100454 -1.2 -0.2 1.4 0.877
Cl -0.044609 -0.723519 -0.543354 0.2 -1.1 -0.7 0.024
P -0.058239 -2.824217 -0.644991 0.3 2.1 -0.3 0.048
P 0.425268 2.727426 0.072964 0.9 0.7 -0.7 0.073
O -0.202666 -2.914369 4.947123 -1.1 1.2 0.2 0.000
N -1.511725 -2.311210 6.735490 0.6 0.3 -1.1 0.000
N -1.500688 0.299493 2.718356 0.3 -0.9 -0.4 0.035
C -1.035324 -2.155422 5.454676 0.5 -1.5 1.2 0.000
C -0.395289 3.158726 -1.476535 -0.2 0.4 0.2 -0.006
C 1.700307 -3.153053 -0.692499 0.4 -0.5 0.2 -0.002
C 2.207433 2.785411 -0.284957 -0.2 0.1 0.3 0.007
C -0.904015 -3.271871 0.832199 -0.5 -0.4 0.6 0.000
C 0.065223 4.024489 1.305527 0.2 -0.5 -0.3 -0.016
C -3.454771 0.446978 4.077156 0.5 0.2 -0.9 0.001
C -2.886912 -0.433308 4.994409 0.3 -0.2 -0.2 0.003
C -0.969989 -0.629826 3.531638 -1.3 0.3 0.9 -0.019
C -1.665347 -1.048806 4.681455 0.4 0.6 -1.0 0.001
C -2.742065 0.768827 2.906911 -0.1 -0.4 1.2 -0.017
C -0.922816 -3.034970 -2.204699 -0.2 -0.4 0.2 0.006
H -0.429961 -2.459936 -3.002445 0.0 -0.3 0.4 0.006
H -1.466058 2.925996 -1.388722 0.3 0.2 -0.1 -0.003
H 2.201825 -2.583027 -1.506126 -0.6 -0.5 0.5 0.014
H -0.981942 4.307411 1.219605 0.0 0.1 0.0 0.005
H 1.858812 -4.240179 -0.833195 0.1 0.4 0.0 0.004
H -4.431510 0.885032 4.208942 -0.1 0.0 0.2 0.000
H -1.145202 -4.339958 0.779285 0.0 0.0 0.1 0.001
H 2.755811 2.399155 0.587180 -0.1 0.2 -0.3 -0.005
H 2.476317 3.828684 -0.468014 0.3 -0.2 -0.2 0.005
H 0.718632 4.880394 1.136459 -0.1 0.1 0.2 0.010
H -0.948286 -4.100375 -2.456174 0.0 0.1 -0.1 0.004
H -3.396366 -0.685255 5.928627 0.0 0.1 -0.5 0.000
H -1.940768 -1.528786 7.195826 -0.1 0.0 0.1 0.000
H -0.259713 4.237664 -1.653516 -0.1 -0.4 -0.3 0.008
H -1.844780 -2.692698 0.929045 0.4 -0.3 -0.3 0.000
H 0.037414 2.567674 -2.291448 -0.1 0.3 0.1 0.022
H 0.008029 -1.030257 3.272223 -0.2 0.0 0.3 -0.001
H 2.425156 2.153030 -1.158827 0.0 0.3 0.2 0.011
H -3.138774 1.413765 2.121645 0.0 -0.1 0.4 0.001
H 0.236914 3.573763 2.292766 0.0 0.4 -0.1 0.004
H -0.304312 -3.088130 1.741447 0.0 -0.1 -0.4 0.000
H -1.028050 -2.963780 7.328826 0.1 -0.2 0.0 0.000
H 2.147166 -2.843763 0.277676 -0.3 -0.2 -0.5 -0.001
H -1.954327 -2.667964 -2.090879 0.3 -0.1 0.0 -0.001
```
Positions in Å, forces in eV/Å.

Values from the calculation:
- ⟨S²⟩ = 6.02
- total charge = +3
- 2S+1 = 5
- Kohn-Sham gap (alpha / beta) (eV) = 7.755 / 2.992
- HOMO energy (alpha / beta) (eV) = -16.84 / -16.86
- lowest unoccupied orbital energy (alpha / beta) (eV) = -9.084 / -13.868

=====

3.
Below is a structure of composition C12H24ClNiO7 at a distorted geometry, with properties calculated with ωB97M-V with the def2-TZVPD basis set.

```
45
Properties=species:S:1:pos:R:3:forces:R:3:mulliken_spin:R:1
Ni 0.143007 -2.007973 0.496266 -0.2 0.9 -0.4 3.495
Cl -1.068354 -0.155478 -0.371309 0.5 -0.8 0.4 0.159
O 0.793789 2.889819 -3.066974 -0.7 0.7 0.1 -0.001
O 2.584611 -0.985492 -2.905440 0.1 0.0 -0.7 -0.011
O -2.299287 -3.930400 3.318630 0.0 1.1 0.0 -0.041
O -1.447090 -2.599851 1.690706 -2.6 -0.7 2.2 -0.342
O -3.425997 -2.055755 2.770109 1.4 -2.1 1.1 -0.019
O 1.749026 -1.661756 -0.908707 0.1 -0.2 -0.7 -0.343
O 3.840496 -2.127116 -1.581993 -0.4 0.2 -0.2 -0.016
C 4.194209 -2.472567 -0.246727 2.3 0.0 0.8 0.022
C -0.459140 4.353858 -1.625247 -3.7 -0.6 -0.4 0.000
C 5.064307 -1.434738 0.517360 -0.6 0.4 0.1 0.007
C -3.254775 -4.102677 4.404011 -0.6 -0.3 0.1 0.001
C 2.625686 -1.651286 -1.759220 -0.6 2.0 0.2 -0.009
C -2.337993 -2.826220 2.531320 0.4 0.3 -0.4 0.052
C -0.575496 3.190009 -2.614554 0.9 -1.1 -0.1 -0.015
C 1.579492 4.015148 -2.778939 0.6 1.3 1.3 0.000
C -4.674898 -0.042344 2.844006 0.0 -0.4 1.2 0.001
C 0.932384 4.693208 -1.543186 2.7 -0.4 0.4 0.000
C -3.564459 -0.812453 2.145947 -0.3 1.9 -2.2 0.016
C 1.423616 -0.273023 -3.419846 -1.2 -0.1 1.0 0.007
H 0.752107 0.070977 -2.633188 0.2 -0.4 0.5 -0.003
H 5.937684 -1.023118 0.011515 -0.1 -0.4 -0.5 0.001
H 1.334892 4.137265 -0.696418 0.2 0.3 0.3 0.000
H -1.216309 3.327734 -3.485475 0.0 0.4 0.0 0.000
H -0.862520 3.989916 -0.680299 0.0 0.2 0.1 0.000
H 5.434759 -1.958280 1.398708 0.0 -0.1 0.0 0.000
H 4.933262 -3.254528 -0.421206 -0.5 -0.6 0.2 -0.001
H 0.818009 -0.922223 -4.052202 0.4 -0.1 -0.2 0.000
H 4.544352 -0.557578 0.902502 -0.4 -0.1 -0.1 -0.008
H 3.373842 -2.789546 0.397197 -0.2 -0.1 -0.5 0.043
H -2.624794 -0.260757 2.118424 0.1 -0.1 0.2 -0.006
H -0.909874 2.289449 -2.099513 0.0 -0.1 -0.1 0.007
H -5.537983 -0.700835 2.941861 0.0 -0.1 0.3 0.001
H 1.699431 4.781126 -3.545100 -0.3 -0.3 -0.8 0.000
H -5.106541 0.902146 2.512748 0.7 -0.1 -1.0 0.000
H 1.151999 5.750151 -1.392373 0.1 -0.1 -0.3 0.000
H -4.232968 -4.331827 3.981252 0.0 0.3 0.0 0.000
H -4.273748 0.220302 3.822882 -0.3 -0.2 0.4 0.000
H 1.650685 0.678858 -3.899917 0.9 -0.5 -0.2 0.000
H 2.578690 3.737842 -2.443062 0.1 -0.5 -0.5 0.000
H -3.317366 -3.309188 5.148699 0.1 0.7 -0.7 0.001
H -3.006413 -4.944544 5.050296 0.7 -0.3 -0.8 0.000
H -3.829238 -1.002026 1.105730 0.1 0.0 -0.1 0.000
H -1.115092 5.165769 -1.939272 0.1 0.2 -0.1 0.000
```
Positions in Å, forces in eV/Å.

Values from the calculation:
- ⟨S²⟩ = 3.76
- relative energy (zero: lowest compared OMol25 entry of this formula, charge and spin) (kcal per mole) = 15.41
- 2S+1 = 4
- Kohn-Sham gap (alpha / beta) (eV) = 5.611 / 8.246
- HOMO energy (alpha / beta) (eV) = -4.91 / -9.43
- lowest unoccupied orbital energy (alpha / beta) (eV) = 0.696 / -1.180

=====

4.
Below is a structure of composition C12H24CrN3O18 at a distorted geometry, with properties calculated with ωB97M-V with the def2-TZVPD basis set.

```
58
Properties=species:S:1:pos:R:3:forces:R:3:mulliken_spin:R:1
Cr 0.400699 1.134217 0.661127 -0.8 0.8 0.1 3.901
O -3.791551 -0.358403 0.021867 -0.2 3.2 1.6 0.002
O 3.109729 2.624027 2.280717 0.3 0.3 1.7 0.352
O 2.540169 1.478707 0.671577 -2.4 -2.0 -2.1 0.110
O 0.046769 -2.169623 3.215277 -0.7 -0.3 0.6 0.002
O 0.614979 0.138297 -1.247153 -0.6 -0.5 -0.3 -0.013
O 0.069049 1.944157 2.672817 0.0 -1.6 -2.1 0.149
O 0.299629 3.702887 3.725417 0.8 3.1 0.2 0.227
O -0.355091 2.816267 -0.398633 -0.8 -6.7 -0.9 -0.030
O 4.610679 1.581577 1.122517 -1.1 -0.2 1.1 0.113
O 0.774849 -3.059913 1.416547 -0.8 0.7 1.1 0.001
O -0.714161 0.004857 -3.133093 1.0 -0.8 2.0 0.003
O -0.785291 2.113497 4.589607 -1.0 -0.2 0.7 0.105
O -3.727691 1.268417 1.328787 -0.7 2.0 1.2 0.002
O 0.829449 -0.767493 1.574807 -0.9 -2.2 0.9 0.006
O 1.492989 -0.215293 -3.289593 -3.8 0.9 -0.9 0.004
O 0.631189 4.288187 0.702197 1.6 0.0 0.9 0.032
O -0.530231 4.809997 -0.987413 -0.2 0.5 -1.4 0.010
O -1.717671 0.434537 0.752037 -2.5 -0.1 -0.8 0.009
N -0.181761 2.622507 3.659277 0.4 -1.5 1.2 -0.003
N 3.426059 1.826117 1.406517 3.2 1.9 -0.6 -0.015
N -0.031451 3.967287 -0.269823 -0.2 5.0 1.8 -0.008
C 0.470699 -0.041023 -2.426803 0.0 0.4 -3.3 0.015
C 0.532479 -1.901813 2.044997 1.1 1.7 -1.2 0.006
C 3.673949 0.456827 -2.543303 -0.1 0.4 -0.2 -0.002
C -3.278751 -1.378403 -0.692223 1.0 -3.0 -1.0 0.002
C -2.966601 0.514847 0.659497 2.0 -2.8 0.0 0.015
C -3.120791 2.156857 2.305887 -0.8 0.1 0.3 -0.003
C 2.705219 -2.757233 -0.008493 0.5 0.3 -0.5 0.001
C 1.200169 -2.991603 0.077857 1.2 -0.2 -1.1 -0.003
C -0.300401 -1.140033 4.173767 0.9 0.9 0.1 0.000
C 2.714459 -0.654363 -2.906283 2.9 -1.3 1.1 0.000
C -0.837951 -0.278793 -4.556983 0.8 1.0 -0.2 0.000
C -4.335771 -1.866853 -1.697113 0.7 0.9 0.4 0.000
H 4.670769 0.114157 -2.265743 -0.2 -0.3 0.3 0.000
H -2.841761 1.594217 3.196777 0.5 -0.2 -0.4 0.000
H 3.310459 -3.435573 0.592867 -0.5 -0.1 0.4 0.000
H -0.316891 -1.140033 -4.975143 0.1 -0.3 0.8 0.000
H -1.003421 -0.403063 3.785507 0.1 -0.2 -0.2 0.000
H -4.264271 -2.938493 -1.883033 0.5 0.2 -0.5 0.000
H -2.316521 2.737107 1.853587 -0.1 -0.1 0.2 0.003
H -1.900621 -0.355603 -4.787063 0.1 0.1 0.4 0.000
H 3.860709 1.064497 -3.428723 -0.3 0.3 0.0 0.000
H 0.622219 -0.632523 4.455377 0.0 0.2 -0.2 0.001
H -0.665421 -1.564933 5.108817 -0.2 -0.6 -0.6 0.000
H -5.320131 -1.752343 -1.243213 0.0 0.4 -0.1 0.000
H 2.582869 -1.375173 -2.099303 0.2 0.2 0.1 0.001
H -3.960411 2.760787 2.649977 0.2 0.3 -0.4 0.000
H -3.108091 -2.236203 -0.041733 0.4 0.0 0.5 0.000
H 3.033379 -1.741003 0.209907 -0.3 0.1 0.2 -0.001
H 3.067989 -2.962173 -1.015723 -0.2 0.0 -0.2 0.000
H 3.231409 1.057777 -1.748873 0.3 0.1 0.0 0.003
H -2.309721 -1.063063 -1.079063 -0.1 -0.3 -0.6 -0.001
H 1.020149 -3.961903 -0.384963 -0.3 -0.1 0.4 0.000
H 0.593539 -2.268583 -0.467433 0.2 0.2 0.1 0.003
H -4.190691 -1.192573 -2.541143 -0.7 -0.6 -0.5 0.000
H -0.391271 0.589247 -5.041853 -0.3 0.0 -0.3 0.000
H 3.127699 -1.197803 -3.755993 -0.1 -0.1 -0.1 0.000
```
Positions in Å, forces in eV/Å.

Values from the calculation:
- ⟨S²⟩ = 8.76
- 2S+1 = 6
- Kohn-Sham gap (alpha / beta) (eV) = 8.765 / 3.674
- HOMO energy (alpha / beta) (eV) = -8.72 / -8.45
- lowest unoccupied orbital energy (alpha / beta) (eV) = 0.048 / -4.773

=====

5.
Below is a structure of composition C12H24CrO7 at a distorted geometry, with properties calculated with ωB97M-V with the def2-TZVPD basis set.

```
44
Properties=species:S:1:pos:R:3:forces:R:3:mulliken_spin:R:1
Cr -0.090978 0.011454 0.012518 -3.2 -1.1 -2.2 0.953
O 0.116505 -1.775996 -0.958409 3.0 -2.9 0.7 0.015
O 1.236097 0.640208 -1.374031 0.0 -0.9 -1.8 -0.016
O 1.375082 -0.353905 1.357615 0.2 0.4 1.6 0.001
O -1.597107 0.660455 -1.253762 0.4 10.2 -3.9 -0.027
O -1.472424 -0.811873 -0.600749 -3.5 -6.0 0.1 0.061
O -1.404448 -0.845518 1.349307 0.7 -1.7 4.3 -0.002
O -0.250157 1.740536 0.950505 -0.4 0.9 0.0 -0.001
C 0.804096 -1.187214 2.418826 -0.5 -0.6 0.1 0.000
C 1.813602 0.950635 1.857469 0.0 0.5 0.0 0.006
C 1.926473 -0.578814 -1.897493 0.0 -0.4 0.1 0.012
C 1.095825 2.141637 1.163704 0.5 -0.1 0.3 -0.001
C -0.708225 -0.942462 2.607246 0.0 0.2 0.1 0.000
C -0.556024 -2.817911 -0.131736 -0.8 0.6 0.6 -0.005
C -1.785678 -2.166252 0.688010 1.6 -0.6 -0.5 0.001
C -0.978084 0.877745 -2.554482 0.7 0.4 -0.1 0.021
C -2.145270 1.820388 -0.578915 0.0 1.2 0.0 -0.019
C 0.477313 1.364683 -2.418919 -0.2 0.3 0.1 -0.015
C 1.487030 -1.903975 -1.199878 1.2 -0.3 -0.1 -0.014
C -1.094326 2.649718 0.180163 -0.5 0.2 -0.3 0.009
H 1.125685 3.026160 1.805300 0.1 -0.1 0.1 0.002
H 1.585705 2.400472 0.222896 -0.1 -0.1 -0.1 0.000
H 0.996206 -2.220450 2.136054 0.0 0.1 -0.3 0.001
H -0.497794 3.260791 -0.499406 0.2 -0.2 0.1 -0.003
H 1.749135 -0.680746 -2.968055 -0.2 0.3 0.1 0.000
H -1.150982 -1.704565 3.252862 0.2 -0.1 0.0 0.003
H -0.933513 -3.597248 -0.793384 -0.1 0.1 -0.1 0.000
H 1.337049 -1.041423 3.360068 0.0 0.2 -0.1 0.000
H 2.996701 -0.429588 -1.759578 0.0 0.1 0.1 0.000
H 1.636589 1.025369 2.929977 -0.1 -0.3 0.0 -0.003
H 1.678766 -2.769590 -1.844810 0.3 0.3 -0.2 0.001
H -2.592863 -1.958579 0.008290 -0.7 -0.5 0.2 0.011
H -1.577863 1.546922 -3.174495 0.2 0.2 0.0 -0.003
H 0.495169 2.416431 -2.136754 0.1 -0.1 0.2 -0.001
H 2.045767 -2.063471 -0.272381 0.1 0.1 0.0 0.001
H 0.164660 -3.281735 0.544843 0.3 0.1 -0.1 0.004
H -0.852325 0.019132 3.105366 -0.1 0.0 0.0 -0.001
H 0.995544 1.313737 -3.377935 0.1 -0.3 0.1 -0.001
H -2.713053 2.425681 -1.289135 0.1 0.3 0.2 0.001
H -2.857833 1.434519 0.151181 0.1 -0.5 -0.1 -0.001
H -1.594151 3.329262 0.874321 0.1 -0.1 0.1 -0.001
H -2.196492 -2.851246 1.449106 0.7 0.1 0.7 0.004
H -0.979145 -0.097296 -3.042684 -0.2 -0.2 0.3 0.007
H 2.889719 1.023912 1.701379 0.0 0.0 -0.1 -0.001
```
Positions in Å, forces in eV/Å.

Values from the calculation:
- ⟨S²⟩ = 0.94
- total charge = +1
- relative energy (zero: lowest compared OMol25 entry of this formula, charge and spin) (kcal per mole) = 248.45
- 2S+1 = 2
- Kohn-Sham gap (alpha / beta) (eV) = 5.657 / 5.598
- HOMO energy (alpha / beta) (eV) = -7.80 / -7.75
- lowest unoccupied orbital energy (alpha / beta) (eV) = -2.146 / -2.149

=====

Going through the records in order, we get E values of -67969.9776; -68612.7042; -80726.6124; -82566.4550; -55567.7031 eV.